The following is a quantum chemistry calculation of a molecular structure, C14H16NO4S5SiV, from the Open Molecules 2025 dataset.

Geometry (Å):
H 1.21853 -0.95180 5.35171
H -2.10886 1.95430 4.14565
C -1.26254 -1.40183 -2.27455
C -0.15883 -0.95028 -4.62537
C 0.86072 -0.73145 4.35625
O -2.37420 2.10832 3.23272
C 0.12930 1.87399 -0.91406
C 1.40235 -1.42634 3.22856
H 2.04638 1.03507 -3.45235
H 1.56550 -3.23402 -0.26154
Si 1.96009 2.01353 -1.17425
H 1.90551 4.02107 -2.65417
S 0.51068 -2.38007 -3.93781
C -0.39492 -2.44317 -2.43484
C -0.58918 0.48943 2.86286
S -2.35540 -1.09749 -0.91609
H 2.12309 4.49676 -0.96820
H 2.15160 -2.19679 3.34246
C -0.11698 0.20124 4.16162
N -0.02352 -0.15905 1.77667
S 0.30377 -0.31339 -6.08202
H -0.53224 0.71975 5.01950
O 1.91039 -2.83138 0.61820
H -0.34809 1.87141 -1.90700
H 3.62621 0.92756 -2.67132
H 2.84998 0.67136 0.75124
H 2.34002 -0.20772 -2.23965
H 3.96023 1.97366 0.31980
C 2.55016 0.82989 -2.50317
S -0.07004 -3.80857 -1.43005
C 1.33155 -1.67326 0.69137
H -0.25335 2.74856 -0.37773
S -1.36207 -0.26699 -3.61396
H 3.49192 3.86021 -1.89049
C -1.61283 1.34000 2.41358
O -1.84628 1.40482 1.17841
V -0.66092 0.18111 -0.02675
C 2.90420 1.71375 0.43188
C 2.41560 3.76249 -1.72334
C 0.95134 -1.09937 1.99470
O 0.98503 -1.03850 -0.31805
H 2.49114 2.32715 1.23779

As for the HOMO-LUMO gap (spin up / spin down): 5.88 / 5.93 eV. Its multiplicity is 2. The total energy comes out at -4123.3944 a.u. As for the energy above the lowest of the compared OMol25 structures with the same formula, charge and spin: 18.6 kcal/mol. As for the HOMO energy (spin up / spin down): -4.1 / -4.0 eV. The charge is -1. The molar mass is 501.65 g/mol. The LUMO energy (spin up / spin down) is 1.8 / 1.9 eV. Its expectation value of S² is 1.044.



The following is a quantum chemistry calculation of 2 unconnected molecules or ions with the total composition C14H16O, from the Open Molecules 2025 dataset.

Geometry (Å):
C -0.88037 -1.25681 -1.98547
C -1.65515 -0.19942 -1.49243
C -1.43245 1.10124 -1.90926
C 1.97552 -1.53454 1.39993
C 0.17116 -0.99927 -2.84504
C -0.41128 1.33618 -2.82884
C 0.51818 1.67901 2.90257
H -0.62791 -0.60745 5.10849
H -2.33060 -2.70074 -1.62766
C -0.20980 -0.23826 4.18127
H 0.75627 2.71395 2.96658
H 0.55520 -2.09336 3.64120
H 1.57547 1.23591 1.07021
H -2.08018 1.89299 -1.56200
C 0.56294 -1.04614 3.35383
H 1.81279 -2.55670 1.72576
H -0.95266 -3.01333 -0.55749
H 3.05171 -1.42877 1.22228
H 0.39566 2.77952 -3.91665
H 1.60392 -1.33133 0.37823
H -1.01464 1.71326 4.43242
H -0.91341 -3.37533 -2.29024
O -0.18807 2.64007 -3.15998
C 1.13373 0.83416 1.97817
C 0.32863 0.29057 -3.35472
H 1.18488 0.55493 -3.96858
C -1.25411 -2.65386 -1.53970
C -0.26471 1.12949 3.90414
C 1.20991 -0.53008 2.22101
H 0.82706 -1.79204 -3.18401
H -2.44907 -0.45938 -0.86312

As for the SMILES: Cc1ccc(O)cc1.Cc1ccccc1. As for the HOMO-LUMO gap: 9.16 eV. The total energy comes out at -618.2800 a.u. As for the energy above the lowest of the compared OMol25 structures with the same formula, charge and spin: 22.6 kcal/mol. As for the HOMO energy: -8.4 eV. The molar mass is 200.28 g/mol. The LUMO energy is 0.8 eV.